Entry 1:
C8H8O3 | ωB97M-V/def2-TZVPD

Geometry as XYZ:
```
19
C8H8O3, DFT ωB97M-V/def2-TZVPD
C 2.81140 -1.39167 1.22769
C 0.44614 -0.78037 0.16239
C 1.33684 0.12138 -0.66781
C 0.74729 1.11165 -1.49011
C -0.48927 1.34262 -1.35617
C -1.38102 0.69802 -0.43896
C -0.84329 -0.30460 0.35018
C -1.35567 -0.72173 1.64546
H 3.10419 -2.19747 1.82200
H 3.07254 -0.40326 1.97653
H 3.59876 -1.50666 0.19305
H 2.39436 0.10442 -0.37917
H 1.40955 1.93621 -2.05524
H -1.72509 1.75033 -3.04354
H -2.41791 0.47976 -0.31678
H -0.80914 -1.29085 2.37080
O 1.14937 -1.66550 0.88245
O -0.61829 2.24433 -2.39932
O -2.56380 -0.49438 1.87141
```

The value obtained for the HOMO-LUMO gap is 8.139 eV. The calculation puts the LUMO energy at -0.192 eV. The value obtained for the energy above the lowest of the compared OMol25 structures with the same formula, charge and spin is 9.141 eV. The electronic energy comes out at -535.05571 hartree.

Atomic partial charges in e from the Mulliken method, atoms 1 to 2: C -0.6540; C 0.5489

Entry 2:
C8H9B | ωB97M-V/def2-TZVPD

Geometry as XYZ:
```
18
C8H9B, DFT ωB97M-V/def2-TZVPD
B -3.54836 -0.10248 -0.52237
C 2.78415 -0.51288 -0.09830
C 2.56781 0.86122 -0.01476
C 1.69956 -1.35214 -0.11648
C 1.32755 1.41308 0.10574
C 0.41391 -0.91689 0.08901
C 0.18782 0.49341 0.19804
C -2.91199 -0.59433 0.59356
C -1.05363 0.95366 0.57452
H -3.92356 0.94570 -0.95157
H -3.17848 -1.35834 -0.56178
H 3.75825 -0.78010 -0.42999
H 3.42769 1.52147 -0.21166
H 1.80494 -2.36484 -0.40484
H 0.98221 2.45968 0.10186
H -0.46472 -1.53694 -0.06304
H -2.42415 -0.99881 1.48865
H -1.44900 1.86955 0.22341
```

The value obtained for the HOMO-LUMO gap (alpha / beta) is 6.742 / 6.738 eV. The calculation puts the LUMO energy (alpha / beta) at -0.396 / -0.595 eV. The value obtained for the energy above the lowest of the compared OMol25 structures with the same formula, charge and spin is 6.812 eV. The electronic energy comes out at -334.79708 hartree.

Atomic partial charges in e from the Mulliken method, atoms 1 to 2: B -0.2338; C -0.6877

Entry 3:
C8H9BF4I2IrO4STi | ωB97M-V/def2-TZVPD

Geometry as XYZ:
```
31
C8H9BF4I2IrO4STi, DFT ωB97M-V/def2-TZVPD
I 1.55418 -2.31610 2.27328
I 0.66074 2.59127 0.43205
Ti 1.00777 0.09222 1.67239
Ir -1.73777 -0.50379 0.83257
S 0.53073 -0.61445 -0.45648
C -2.21858 -2.04016 -0.23256
C -2.06345 -1.24780 2.54766
C 0.24912 -0.00055 -2.48444
C 1.38050 0.93729 -2.77848
C -1.12708 0.59489 -2.56306
C 0.40128 -1.32072 -3.21859
C -0.84370 0.87909 2.48093
C -2.89442 0.96292 0.43808
O -2.22225 -1.64895 3.61781
O -2.38718 -3.02565 -0.82221
O -1.42079 1.68209 3.11447
O -3.50490 1.88006 0.08700
H 1.37934 1.19553 -3.84687
H 2.32090 0.43363 -2.53549
H 1.27909 1.84720 -2.17802
H -1.34477 0.82690 -3.61292
H -1.21653 1.52457 -1.99638
H -1.87409 -0.11255 -2.18902
H 0.30008 -1.16640 -4.30061
H -0.31887 -2.08678 -2.91067
H 1.40459 -1.71137 -3.03227
F 2.48562 0.82006 2.66288
B 2.56084 0.39758 4.66900
F 1.19218 0.47360 4.75041
F 3.15993 -0.80812 4.55685
F 3.30748 1.46444 5.02270
```

The spin multiplicity is 6. The value obtained for the HOMO-LUMO gap (alpha / beta) is 7.044 / 5.091 eV. The total charge is +4. The calculation puts the LUMO energy (alpha / beta) at -17.567 / -19.837 eV. The value obtained for the energy above the lowest of the compared OMol25 structures with the same formula, charge and spin is 1.417 eV. The electronic energy comes out at -2981.13584 hartree.

Atomic partial charges in e from the Mulliken method, atoms 1 to 2: I 0.7306; I 0.7646

Entry 4:
C8H9Br2N | ωB97M-V/def2-TZVPD

Geometry as XYZ:
```
20
C8H9Br2N, DFT ωB97M-V/def2-TZVPD
C 1.72806 -1.97952 -0.15788
C 0.98676 -1.82493 -1.26605
C 1.66798 -1.10478 0.93180
C 0.11007 -0.75698 -1.34569
C 0.68632 -0.10849 0.93496
C 0.02829 0.12754 -0.24885
C -1.15517 1.99884 0.82181
C -2.79236 -0.24006 -0.69407
N -0.88810 1.19441 -0.36905
Br -2.22846 -1.70425 0.27191
Br -4.29241 0.56785 0.09106
H 2.55443 -2.73803 0.04711
H 1.07436 -2.43701 -2.16632
H 2.04577 -1.48154 1.89155
H -0.56330 -0.58591 -2.19242
H 0.49985 0.43932 1.85812
H -0.92643 1.48156 1.68780
H -0.61821 2.93575 0.53258
H -2.20984 2.20917 0.76286
H -2.89107 -0.23372 -1.80723
```

The value obtained for the HOMO-LUMO gap (alpha / beta) is 7.367 / 7.636 eV. The calculation puts the LUMO energy (alpha / beta) at -0.615 / -0.366 eV. The value obtained for the energy above the lowest of the compared OMol25 structures with the same formula, charge and spin is 2.882 eV. The electronic energy comes out at -5512.87040 hartree.

Atomic partial charges in e from the Mulliken method, atoms 1 to 2: C -0.1998; C -0.6049